15
Properties=species:S:1:pos:R:3:forces:R:3 method="wB97M-V/def2-TZVPD" de_lowest_kcal_mol=71.0 lumo_energy_ev=-0.077 total_energy_ev=-9406.7533 homo_lumo_gap_ev=9.3 homo_ev=-9.34
C 0.5033 0.7335 -1.4651 0.0 0.1 0.0
C 0.0810 -0.4128 -0.5682 -0.3 0.4 0.4
O -0.4221 -1.4867 -1.2745 0.4 -0.1 -0.1
C 0.8691 -0.6938 0.6690 -0.2 0.4 0.4
C -0.4694 0.8195 1.4957 0.4 -0.5 0.1
C -0.9759 -0.1093 0.5725 0.4 -0.2 -0.3
O -1.8239 -0.9847 0.7481 -0.7 0.3 -0.1
H 1.1890 0.4047 -2.2530 -0.1 -0.1 0.2
H -0.3926 1.1340 -1.9454 0.1 0.0 0.0
H 0.9866 1.5333 -0.8967 -0.1 -0.1 -0.1
H -1.2301 -1.7052 -0.7595 -0.2 -0.3 -0.1
H 0.7545 -1.7035 1.0785 0.0 0.5 0.0
H 1.7206 -0.0995 0.9688 0.1 -0.2 -0.2
H -1.0552 1.0050 2.3950 0.4 -0.3 0.1
H 0.2651 1.5653 1.2348 -0.2 0.1 -0.3